C2H3Cl2NO2 in the gas phase in a non-equilibrium geometry. Source: the Open Molecules 2025 dataset; level of theory: ωB97M-V with the def2-TZVPD basis set.

## Properties
- Calculated total energy: -32746.9944 eV
- Gap between HOMO and LUMO (alpha / beta): 8.13 / 8.13 eV
- Lowest unoccupied orbital energy (alpha / beta): -1.8 / -1.9 eV
- M: 143.96 g mol⁻¹

Geometry as ORCA input:
```
! wB97M-V def2-TZVPD RIJCOSX def2/J DEFGRID3
* xyz 0 1
C 1.23774 0.28508 -0.72780
C -0.16643 0.52061 -0.18561
N 4.99070 -0.14291 -0.13885
O 2.17251 0.31681 0.15204
O 1.49203 0.25736 -1.91874
Cl 5.29942 -1.75726 -0.61622
Cl 3.86594 0.59816 -0.86607
H -0.40887 -0.12546 0.63287
H -0.66571 0.20783 -1.12756
H -0.32494 1.67449 -0.14987
*
```